Below is a 2-piece molecular cluster, C2H6O3 overall, with properties calculated with the ωB97M-V functional and the def2-TZVPD basis.

Cartesian coordinates (Å):
C (1.859, 0.808, 0.007)
O (0.707, 0.234, -0.665)
H (1.542, 1.633, 0.712)
H (2.480, 1.071, -0.811)
H (2.428, -0.086, 0.480)
H (0.758, 0.460, -1.606)
O (-2.136, -0.505, 1.670)
C (-2.374, -0.961, 0.525)
O (-1.684, -0.524, -0.563)
H (-2.817, -1.841, 0.478)
H (-0.764, -0.288, -0.227)

The value obtained for the HOMO-LUMO gap (spin up / spin down) is 8.9 / 4.8 eV. For the HOMO energy (spin up / spin down), the calculation gives -15.3 / -15.3 eV. The calculation puts the LUMO energy (spin up / spin down) at -6.439 / -10.477 eV. The total energy is -305.09372 Eh. The calculation puts the energy relative to the best compared isomer or geometry (same formula, charge and spin) at 53.0 kcal per mole. Its net charge is +1. Its strongest force on any atom is 7.46 eV Å⁻¹. Its multiplicity is 2.